A molecular structure, C51H56AsBrN7O2S3Zr in a non-equilibrium geometry. Source: OMol25; level of theory: ωB97M-V/def2-TZVPD.

```
122
Properties=species:S:1:pos:R:3:forces:R:3:lowdin_charge:R:1
Zr 15.8216 11.3206 19.2670 1.6976 -3.6314 0.9336 1.675
Br 9.5446 9.2663 22.2224 -0.2984 -0.0892 -0.1140 0.818
C 11.3328 9.3138 21.6403 -1.1223 1.1039 0.8992 -0.703
C 11.8193 8.3058 20.8310 0.4404 -0.7510 -0.2614 -0.063
C 13.1761 8.2800 20.5265 -0.6322 -1.1453 -0.6906 0.000
C 14.0115 9.3586 20.7727 -0.4147 1.5251 0.3539 -0.282
O 15.1623 9.4969 20.0916 -0.4804 1.3367 -0.0086 -0.252
C 13.4627 10.4159 21.6432 0.8315 0.8775 -1.1244 -0.120
C 14.2047 11.6298 21.9175 -0.2485 0.4800 -0.5381 0.017
N 15.3623 11.9797 21.2989 -2.1239 -1.3200 0.0879 -0.097
C 16.3490 12.8568 21.7805 0.1335 0.2438 -0.5795 -0.237
C 16.1052 13.9859 22.4993 0.9683 -0.2569 0.6644 0.019
C 17.2043 14.7062 23.0283 0.5283 0.9028 -0.5100 -0.015
C 18.5028 14.3943 22.6239 -0.4608 0.8089 1.1426 0.016
C 18.7780 13.2727 21.7863 -0.8505 0.2171 0.3711 -0.141
C 20.0440 12.8172 21.4010 1.0641 -0.0659 -0.6694 0.058
C 20.1862 11.7230 20.5471 0.3025 0.8941 0.3799 -0.011
C 19.0555 11.1665 19.9837 -2.1006 -0.3722 0.7056 -0.099
N 17.8010 11.5146 20.3837 0.9227 0.8337 0.3329 -0.063
C 17.6658 12.5242 21.3420 0.1164 -0.5308 -0.7422 -0.159
C 12.0913 10.3710 22.0753 1.2524 0.0569 -0.0482 -0.069
H 11.1156 7.5370 20.4231 0.8975 0.6409 0.6068 0.143
H 13.5120 7.4085 19.9703 0.3140 0.3809 -0.1631 0.113
H 13.6391 12.3604 22.5910 1.3439 -0.9685 -0.4157 0.163
H 15.0872 14.2387 22.6906 -0.4591 0.3733 0.3811 0.116
H 17.0318 15.6076 23.6741 0.1871 -1.1018 -0.7262 0.143
H 19.2828 15.0709 23.0266 -0.2179 -0.8577 -0.4761 0.141
H 20.9408 13.3775 21.7123 -0.5042 -0.4406 0.0350 0.150
H 21.1629 11.3556 20.2564 -0.0709 0.1045 0.0334 0.125
H 19.0613 10.3458 19.2705 0.3080 0.1401 -0.0232 0.106
H 11.6945 11.1950 22.7124 0.2628 -0.9215 -0.5566 0.133
S 16.8506 13.3337 17.8448 0.4004 -0.2619 -1.6717 0.660
C 17.4619 13.4315 16.1777 1.6630 1.2515 1.4462 -0.512
N 18.5468 14.2240 16.0068 -1.8909 -0.9788 -0.2998 -0.062
C 18.8030 14.8329 14.6730 0.0185 0.6467 0.3232 -0.083
C 18.8499 13.7613 13.6500 0.1388 0.2083 -0.5392 -0.107
N 17.6559 12.8982 13.7950 0.3005 -1.1282 1.4025 -0.080
C 17.6912 11.8096 12.7859 -0.9647 -1.3018 -0.5069 -0.130
C 17.5004 12.2455 11.3345 0.0091 1.8839 -0.9164 -0.212
C 16.8142 13.4639 11.0071 0.8710 -0.7175 -0.0792 -0.055
C 16.8289 13.9672 9.7029 -0.7178 0.3218 0.1074 -0.069
C 17.4808 13.3038 8.6535 -0.2118 0.4780 0.2181 -0.073
C 18.1576 12.1512 8.9505 -0.1583 -1.5285 0.8154 -0.070
C 18.1584 11.6118 10.2698 0.1574 -0.4502 -0.1126 -0.036
C 16.9276 12.7213 14.9701 0.0906 0.5926 -2.6404 -0.626
S 15.4836 11.8548 14.9548 0.8041 0.3602 0.5022 0.765
C 19.5334 14.4431 17.0548 0.7118 0.1919 1.8418 -0.129
C 20.8088 13.6079 16.8755 -0.6274 -0.6172 -0.1937 -0.208
C 20.7200 12.2058 16.9892 0.0004 0.4565 -0.1355 -0.062
C 21.8535 11.4007 16.8827 -1.0993 -0.4274 0.6573 -0.082
C 23.0968 11.9431 16.6325 -0.4173 0.3507 -0.3042 -0.053
C 23.1643 13.3308 16.5160 1.2361 -0.1088 -0.4838 -0.053
C 22.0574 14.1646 16.6481 0.2905 0.0184 -0.3384 -0.034
H 19.7229 15.4221 14.7301 0.0387 -0.4626 0.0324 0.147
H 18.0440 15.5709 14.3749 -0.2644 -0.2948 0.7072 0.154
H 19.8114 13.2131 13.7442 -0.7297 -0.1834 -0.2560 0.154
H 18.7745 14.2521 12.6435 0.2230 -0.6913 0.7387 0.157
H 16.9001 11.0697 13.0936 0.8971 0.7250 -0.3928 0.077
H 18.6884 11.3098 12.8255 -0.6029 0.3975 0.3440 0.144
H 16.3460 14.0640 11.7887 -0.0618 -0.2515 -0.1332 0.106
H 16.2474 14.8830 9.5052 0.4773 -0.4865 0.0604 0.118
H 17.4695 13.6562 7.6149 -0.1109 0.0701 0.6105 0.124
H 18.5931 11.5641 8.1378 0.1153 0.2425 0.4063 0.117
H 18.6682 10.6349 10.4406 -0.2815 0.9215 -0.1200 0.124
H 19.0980 14.1790 18.0496 0.1919 0.1755 -1.0556 0.074
H 19.7858 15.5009 17.1508 -0.0895 0.0247 -0.3934 0.142
H 19.7409 11.7360 17.1283 0.2601 0.1327 0.0917 0.097
H 21.7161 10.3381 17.0880 0.2098 0.1354 -0.4071 0.113
H 23.9194 11.2588 16.4359 0.1277 0.4904 0.2572 0.123
H 24.1328 13.7694 16.2401 -0.4812 -0.0616 0.2708 0.125
H 22.2219 15.2292 16.4781 -0.2811 -0.1671 0.2506 0.125
O 15.8654 9.9606 17.4501 0.1291 1.6853 -0.2868 -0.308
H 15.9162 10.4712 16.5648 -0.1949 -0.5933 1.2656 -0.048
H 15.1050 9.2970 17.3484 0.3280 -0.5192 -0.1912 -0.085
C 20.5952 6.8808 21.1189 0.2019 0.8596 -0.1472 -0.201
C 19.9590 6.2271 19.8968 -0.4421 0.3520 -0.8144 -0.453
As 18.0848 6.9421 19.7280 0.2252 -1.6435 -0.1365 1.163
C 17.2978 5.4567 18.5896 0.7521 1.6512 0.8392 -0.420
C 17.8648 5.5621 17.1987 -0.8666 -0.4001 -0.9913 -0.201
C 17.3021 6.1798 21.3748 -0.3454 2.0992 0.6708 -0.504
C 17.6997 4.8363 21.9044 1.3267 -0.3911 0.4034 -0.168
H 21.6166 6.5618 21.2736 0.2296 -0.3724 0.1482 0.067
H 20.0286 6.7374 22.0521 0.1513 -0.1750 -0.3772 0.064
H 20.6916 7.9771 20.9835 -0.2568 -0.3437 -0.0217 0.050
H 19.9558 5.1311 19.9643 -0.1130 0.2946 0.0370 0.063
H 20.4523 6.4789 18.9154 -0.1917 -0.1291 1.1018 0.068
H 16.2368 5.6925 18.6285 -0.1361 -0.3711 -0.0635 0.032
H 17.5359 4.5239 19.0954 -0.2009 -0.0260 -0.0842 0.064
H 17.0457 5.6209 16.4692 0.1701 -0.4061 -0.0272 0.059
H 18.5052 4.7293 16.9596 0.1055 -0.3898 -0.2052 0.071
H 18.4353 6.4403 16.9703 0.5016 0.7439 0.2985 0.031
H 16.2455 6.1650 21.1090 -0.2407 0.1934 0.1661 0.037
H 17.4249 6.9962 22.1437 -0.1936 -0.8771 -0.5502 0.063
H 17.1132 4.0460 21.4381 0.0750 -0.0963 0.1995 0.071
H 17.5989 4.8090 23.0116 -0.1187 -0.1934 -0.7610 0.089
H 18.7751 4.6443 21.6858 -0.6822 -0.1096 0.2512 0.062
C 11.9829 5.8261 15.0877 0.3751 0.8493 -0.7719 -0.004
N 13.1012 6.6348 14.5118 0.1555 0.2059 -0.0932 -0.109
C 13.2787 6.8153 13.1233 0.5457 0.5516 0.7844 -0.029
C 14.2306 7.7674 12.9708 -0.2390 0.1969 -0.5533 -0.062
N 14.6459 8.1465 14.2466 -0.2769 -0.0520 0.5179 0.066
C 13.9515 7.4790 15.2024 -1.2617 -1.0972 -1.7222 -0.767
S 14.0038 7.6027 16.8701 0.0379 0.4111 0.8183 0.675
H 11.7105 5.1082 14.3142 -0.0612 0.0200 0.1875 0.096
H 11.1314 6.4997 15.2850 0.3624 -0.3606 0.0189 0.099
H 12.2831 5.3066 15.9853 0.1944 0.0275 0.1513 0.074
H 12.7526 6.2766 12.3414 -0.0227 0.0652 0.4905 0.136
H 14.5382 8.2603 12.0373 0.1213 -0.4174 0.8212 0.133
H 15.3025 8.8598 14.5393 -0.0654 -0.1950 -0.5596 0.112
N 14.0410 12.0426 18.4939 -2.7883 0.5278 -1.0824 0.028
C 12.9290 11.9779 18.1344 1.8063 -0.0315 1.3022 -0.024
C 11.5608 11.8827 18.0036 -2.1150 0.1591 -0.7705 -0.210
C 10.9362 10.8454 17.2687 0.1649 -0.0403 0.0233 0.003
C 9.5510 10.8162 17.1524 0.2581 0.2553 0.1363 -0.027
C 8.7634 11.7695 17.8432 0.5122 -0.5983 -0.5193 -0.003
C 9.3784 12.6945 18.6945 -0.1839 0.8924 0.2549 -0.032
C 10.7624 12.8577 18.6575 0.0310 -0.9540 0.0305 0.010
H 11.5629 10.0932 16.7873 -0.2225 0.1201 0.0892 0.111
H 9.1161 10.0347 16.5165 -0.0238 0.5286 0.3643 0.127
H 7.6886 11.7976 17.6358 0.3572 -0.1140 0.5280 0.133
H 8.7723 13.3447 19.3707 0.5400 -0.4395 -0.9856 0.140
H 11.2891 13.6735 19.1202 -0.2446 0.2224 0.4321 0.123
```
Forces are in eV/Å.

Values from the calculation:
* energy above the lowest of the compared OMol25 structures with the same formula, charge and spin: 94.1 kcal/mol
* highest occupied orbital energy: -13.87 eV
* charge: +3